The following is a DFT calculation (the ωB97M-V functional and the def2-TZVPD basis) of a structure of composition C29H44BrN5OPb.

Each line ends with the Löwdin charge.
Cartesian coordinates (Å):
Pb -0.11 0.31 0.13  1.230
C 0.28 5.76 5.25  -0.048
C -0.18 6.39 3.93  -0.561
C -1.61 6.92 4.09  -0.049
C 0.74 7.58 3.63  -0.068
C -0.14 5.34 2.82  -0.174
C -0.93 4.21 2.92  -0.092
C -0.91 3.27 1.91  -0.538
Br -2.06 1.75 2.08  0.758
C -0.12 3.37 0.75  -0.416
O -0.23 2.48 -0.21  -0.417
C 0.74 4.49 0.68  -0.084
C 0.67 5.44 1.70  0.020
C 1.67 4.77 -0.51  -0.528
C 0.93 5.68 -1.50  -0.037
C 2.13 3.51 -1.27  -0.062
C 2.96 5.47 -0.04  -0.061
H 0.25 6.50 6.06  0.084
H 1.30 5.38 5.17  0.090
H -0.36 4.93 5.54  0.077
H -1.65 7.67 4.89  0.084
H -2.30 6.12 4.35  0.076
H -1.96 7.38 3.17  0.091
H 0.67 8.30 4.45  0.085
H 0.45 8.09 2.71  0.088
H 1.78 7.27 3.54  0.087
H -1.58 4.05 3.78  0.101
H 1.30 6.32 1.61  0.087
H 0.02 5.20 -1.86  0.088
H 1.56 5.91 -2.36  0.085
H 0.65 6.62 -1.02  0.085
H 1.31 3.03 -1.80  0.069
H 2.57 2.78 -0.59  0.087
H 2.89 3.81 -2.00  0.082
H 2.77 6.46 0.37  0.070
H 3.63 5.60 -0.90  0.082
H 3.47 4.87 0.71  0.094
C 1.10 -3.75 1.05  -0.192
N 1.98 -4.91 1.20  -0.087
C 2.35 -5.38 -0.14  -0.175
N 3.02 -4.34 -0.92  -0.089
C 2.11 -3.19 -1.02  -0.181
N 1.73 -2.66 0.30  -0.125
C 2.96 -2.28 1.01  -0.194
N 3.89 -3.41 1.15  -0.089
C 3.20 -4.47 1.89  -0.175
C 4.21 -3.91 -0.18  -0.175
H 0.81 -3.38 2.04  0.128
H 0.19 -4.06 0.52  0.104
H 1.45 -5.70 -0.66  0.125
H 3.02 -6.23 -0.04  0.124
H 1.21 -3.49 -1.55  0.123
H 2.60 -2.40 -1.59  0.126
H 2.70 -1.90 1.99  0.124
H 3.46 -1.48 0.45  0.123
H 2.93 -4.10 2.88  0.125
H 3.87 -5.32 2.00  0.124
H 4.89 -4.76 -0.09  0.124
H 4.71 -3.12 -0.75  0.124
C -3.56 -1.70 0.97  -0.102
N -3.25 -2.75 0.01  -0.256
C -3.03 -4.01 0.69  -0.108
C -2.11 -2.39 -0.82  -0.215
C -2.38 -1.17 -1.67  -0.284
C -3.37 -1.27 -2.64  -0.047
C -3.71 -0.18 -3.42  -0.083
C -3.06 1.03 -3.23  -0.090
C -2.08 1.14 -2.26  -0.133
C -1.72 0.05 -1.47  -0.306
H -4.42 -1.99 1.57  0.088
H -3.78 -0.77 0.46  0.081
H -2.71 -1.52 1.66  0.078
H -3.93 -4.30 1.24  0.084
H -2.20 -3.96 1.41  0.079
H -2.82 -4.79 -0.04  0.085
H -1.88 -3.24 -1.46  0.124
H -1.21 -2.22 -0.19  0.058
H -3.89 -2.22 -2.77  0.114
H -4.48 -0.27 -4.18  0.100
H -3.33 1.89 -3.83  0.100
H -1.59 2.10 -2.09  0.079

largest force on an atom	0.15	eV/Å
total charge	0
energy relative to the best compared isomer or geometry (same formula, charge and spin)	0.0	kJ/mol
HOMO-LUMO gap	0.2667	hartree